Molecular formula: C15H42Cu3O17
Method: DFT, ωB97M-V/def2-TZVPD

ORCA input file:
```
! RIJCOSX wB97M-V def2-TZVPD def2/J DEFGRID3
* xyz 1 1
Cu 13.185 3.600 -25.010
Cu 11.406 0.490 -25.473
Cu 15.712 1.594 -21.760
C 13.092 1.822 -22.928
O 13.625 2.884 -22.650
O 13.470 0.787 -22.376
O 12.150 1.827 -23.777
C 8.756 1.339 -22.994
C 8.949 2.616 -23.964
O 10.015 3.333 -23.394
O 9.705 0.414 -22.922
H 7.899 0.844 -23.452
H 8.511 1.669 -21.985
H 7.949 3.050 -23.974
H 9.213 2.313 -24.977
H 10.791 2.834 -23.661
H 10.552 0.865 -22.928
C 16.818 -1.857 -22.484
C 15.374 -2.192 -22.813
O 14.780 -1.136 -23.499
O 17.565 -1.643 -23.655
H 17.370 -2.598 -21.908
H 16.621 -0.952 -21.910
H 14.740 -2.186 -21.926
H 15.279 -3.148 -23.327
H 14.410 -0.489 -22.894
H 17.797 -2.422 -24.166
C 15.798 5.378 -22.195
C 16.405 5.108 -20.863
O 15.895 3.819 -20.388
O 14.468 5.651 -22.113
H 15.952 4.577 -22.919
H 16.338 6.253 -22.558
H 15.957 5.805 -20.155
H 17.481 5.277 -20.892
H 15.179 3.953 -19.762
H 14.174 4.799 -22.443
C 11.531 -3.219 -21.051
C 11.631 -1.700 -21.222
O 12.852 -1.031 -20.750
O 11.358 -3.517 -19.674
H 12.447 -3.701 -21.393
H 10.739 -3.690 -21.634
H 10.840 -1.162 -20.699
H 11.495 -1.383 -22.256
H 13.030 -0.347 -21.400
H 12.212 -3.222 -19.350
C 16.145 -0.478 -18.818
C 15.474 0.206 -17.637
O 14.132 -0.302 -17.551
O 15.598 0.045 -20.016
H 16.004 -1.558 -18.800
H 17.198 -0.269 -18.629
H 15.506 1.296 -17.655
H 16.015 -0.214 -16.789
H 14.001 -0.629 -16.658
H 14.691 -0.255 -19.923
C 10.866 -3.744 -25.425
C 12.200 -3.104 -24.945
O 11.981 -1.722 -24.687
O 9.948 -3.863 -24.382
H 10.929 -4.787 -25.735
H 10.647 -3.207 -26.348
H 12.989 -3.225 -25.687
H 12.494 -3.551 -23.995
H 12.673 -1.279 -24.189
H 9.932 -2.938 -24.127
C 12.416 2.896 -19.572
C 12.795 4.300 -19.009
O 14.016 4.006 -18.358
O 11.856 2.048 -18.685
H 13.363 2.536 -19.974
H 11.675 2.978 -20.367
H 12.105 4.805 -18.333
H 13.118 5.067 -19.714
H 13.965 3.438 -17.585
H 12.567 1.424 -18.524
*
```

* energy relative to the best compared isomer or geometry (same formula, charge and spin): 413.7 kJ/mol
* highest occupied orbital energy: -0.4350 Ha
* E: -184949.285 eV

Mulliken atomic charge list, values in e, 2 entries: number 1, Cu, carries 0.619; number 2, Cu, carries 0.446

Molecular formula: C59H152N8O19
Method: DFT, ωB97M-V/def2-TZVPD

ORCA input file:
```
! RIJCOSX wB97M-V def2-TZVPD def2/J DEFGRID3
* xyz 0 1
C -2.286 6.496 2.231
C -2.992 5.226 2.548
C -1.935 4.240 3.065
O -1.307 4.865 4.239
C -0.315 4.026 4.911
N -3.965 5.371 3.686
H -1.281 6.305 1.797
H -2.147 7.106 3.127
H -2.862 7.068 1.564
H -3.493 4.844 1.657
H -1.239 4.031 2.311
H -2.470 3.304 3.400
H -0.184 4.355 5.933
H 0.591 3.915 4.310
H -0.760 3.042 5.080
H -3.453 5.593 4.518
H -4.626 6.135 3.450
C -4.284 -2.440 -5.200
C -4.829 -1.196 -4.507
C -3.748 -0.416 -3.781
O -3.134 -1.322 -2.878
C -2.125 -0.785 -2.034
N -5.510 -0.331 -5.480
H -3.498 -2.118 -5.933
H -5.145 -2.870 -5.775
H -3.923 -3.115 -4.470
H -5.447 -1.556 -3.662
H -4.136 0.410 -3.181
H -2.922 -0.042 -4.472
H -1.988 -1.381 -1.121
H -2.555 0.145 -1.644
H -1.145 -0.534 -2.464
H -6.322 0.160 -5.133
H -5.791 -0.911 -6.251
C -5.671 -3.238 1.978
C -5.876 -1.932 2.571
C -7.369 -1.650 2.720
O -5.275 -1.972 3.863
H -6.121 -4.054 2.610
H -4.631 -3.343 1.834
H -6.122 -3.165 0.973
H -5.401 -1.186 1.891
H -7.966 -2.425 3.130
H -7.699 -1.488 1.670
H -7.498 -0.692 3.318
H -5.381 -1.048 4.209
C 0.023 2.711 9.300
C -0.149 1.657 8.250
C 1.207 1.193 7.626
O -0.928 0.591 8.784
H 0.617 2.298 10.102
H -1.008 2.965 9.631
H 0.480 3.620 8.906
H -0.701 2.034 7.339
H 1.732 1.909 6.999
H 1.019 0.336 6.960
H 1.883 0.753 8.340
H -0.350 0.089 9.457
C 7.729 -0.463 -4.140
C 6.673 -0.203 -3.103
C 5.908 -1.480 -2.740
O 7.179 0.433 -1.962
H 7.156 -0.601 -5.052
H 8.389 -1.322 -3.955
H 8.259 0.518 -4.236
H 6.007 0.568 -3.636
H 4.949 -1.339 -2.209
H 6.536 -2.049 -2.052
H 5.811 -2.095 -3.620
H 7.213 -0.156 -1.197
C -0.844 4.891 -1.178
C -2.226 4.240 -1.383
C -3.146 5.150 -2.190
O -2.087 2.981 -2.034
H -0.184 4.811 -2.060
H -0.355 4.353 -0.350
H -0.943 5.916 -0.843
H -2.735 4.053 -0.407
H -3.264 6.175 -1.752
H -4.231 4.755 -2.206
H -2.839 5.267 -3.216
H -1.553 2.341 -1.548
C -0.264 3.557 -6.961
C -1.084 2.808 -5.991
C -0.441 1.440 -5.747
O -1.163 3.613 -4.750
H -0.569 4.612 -7.083
H -0.282 3.103 -7.938
H 0.710 3.594 -6.535
H -2.078 2.512 -6.424
H -1.157 0.768 -5.274
H 0.398 1.452 -5.054
H -0.230 0.941 -6.737
H -1.586 3.216 -3.969
C -1.394 -1.511 2.436
O -0.575 -0.537 1.727
C -0.915 0.845 1.849
C 0.035 1.663 0.897
N -0.069 1.385 -0.532
C 1.124 1.873 -1.182
C 1.210 1.525 -2.680
O 1.144 0.119 -2.968
C 2.263 -0.529 -3.508
H -0.924 -2.437 2.244
H -2.445 -1.498 2.055
H -1.510 -1.314 3.475
H -0.730 1.232 2.833
H -1.990 1.038 1.649
H 1.017 1.519 1.360
H -0.043 2.651 0.998
H -0.046 0.353 -0.715
H 1.989 1.390 -0.721
H 1.153 2.962 -1.184
H 2.129 1.894 -3.126
H 0.407 2.045 -3.247
H 2.181 -1.610 -3.314
H 3.208 -0.119 -3.129
H 2.323 -0.483 -4.625
C 2.657 -5.721 0.831
O 1.640 -4.784 0.742
C 1.680 -4.074 -0.457
C 0.310 -3.536 -0.750
N -0.610 -4.618 -0.983
C -2.056 -4.346 -1.143
C -2.894 -5.607 -1.257
O -2.556 -6.455 -0.172
C -2.945 -5.832 1.026
H 2.610 -6.408 -0.014
H 2.598 -6.194 1.717
H 3.584 -5.190 0.701
H 1.863 -4.855 -1.279
H 2.492 -3.406 -0.417
H 0.327 -2.891 -1.601
H 0.073 -2.815 0.076
H -0.366 -5.405 -0.399
H -2.271 -3.637 -1.978
H -2.415 -3.669 -0.346
H -2.558 -6.153 -2.111
H -3.998 -5.528 -1.264
H -2.944 -6.617 1.806
H -3.959 -5.389 0.856
H -2.252 -5.107 1.394
C 0.650 -8.692 -0.328
O 0.255 -7.628 -1.176
C 1.079 -7.508 -2.284
C 0.219 -7.119 -3.535
N -0.209 -5.780 -3.842
C 0.949 -5.024 -4.414
C 0.433 -4.273 -5.623
O 1.429 -3.416 -6.027
C 1.055 -2.703 -7.180
H 1.673 -8.438 0.073
H 0.668 -9.648 -0.851
H -0.051 -8.819 0.504
H 1.587 -8.466 -2.543
H 1.909 -6.837 -2.069
H -0.640 -7.775 -3.544
H 0.704 -7.536 -4.450
H -0.473 -5.341 -2.947
H 1.792 -5.678 -4.799
H 1.383 -4.405 -3.693
H -0.485 -3.765 -5.301
H 0.227 -5.018 -6.373
H 0.538 -3.361 -7.848
H 1.861 -2.343 -7.819
H 0.391 -1.859 -6.927
C -4.482 2.163 0.705
O -4.513 2.425 2.095
C -5.767 2.156 2.610
C -5.793 2.102 4.130
N -4.967 0.962 4.523
C -4.650 1.094 5.980
C -3.143 1.508 6.202
O -2.232 0.660 5.510
C -2.399 -0.719 5.842
H -5.184 2.703 0.076
H -4.596 1.102 0.440
H -3.491 2.493 0.344
H -6.128 1.196 2.224
H -6.435 2.904 2.140
H -6.816 1.881 4.501
H -5.385 3.030 4.440
H -4.076 1.064 4.054
H -4.756 0.042 6.392
H -5.368 1.693 6.505
H -3.005 1.465 7.243
H -2.987 2.530 5.915
H -1.467 -1.075 5.553
H -3.207 -1.225 5.249
H -2.601 -0.857 6.926
C 9.422 -1.222 -0.475
O 8.071 -1.186 -0.025
C 7.847 -2.021 1.148
C 6.327 -2.122 1.530
N 6.182 -2.957 2.769
C 4.854 -3.513 2.949
C 3.588 -2.579 2.803
O 3.627 -2.023 1.520
C 2.405 -1.384 1.164
H 9.817 -2.238 -0.634
H 9.951 -0.673 0.320
H 9.443 -0.701 -1.457
H 8.428 -1.700 2.002
H 8.339 -2.992 0.874
H 5.667 -2.535 0.733
H 5.969 -1.137 1.839
H 6.349 -2.286 3.505
H 4.710 -4.017 3.991
H 4.709 -4.265 2.203
H 3.549 -1.852 3.631
H 2.610 -3.120 2.836
H 1.512 -2.057 1.356
H 2.507 -1.146 0.112
H 2.218 -0.415 1.645
C 1.679 4.945 -4.423
O 2.264 4.846 -3.147
C 3.551 5.357 -3.075
C 3.916 5.564 -1.625
N 4.026 4.312 -0.994
C 4.418 4.386 0.396
C 3.783 5.309 1.394
O 2.387 5.019 1.487
C 1.671 5.979 2.277
H 1.453 5.982 -4.776
H 0.933 4.251 -4.620
H 2.432 4.766 -5.191
H 3.582 6.245 -3.675
H 4.256 4.667 -3.592
H 3.077 6.217 -1.240
H 4.787 6.160 -1.517
H 3.153 3.789 -1.115
H 5.499 4.597 0.488
H 4.203 3.388 0.737
H 3.833 6.351 1.124
H 4.298 5.180 2.358
H 1.751 5.782 3.372
H 0.599 6.043 2.007
H 2.050 6.974 2.073
*
```

* energy relative to the best compared isomer or geometry (same formula, charge and spin): 488.7 kJ/mol
* highest occupied orbital energy: -0.2995 Ha
* E: -114458.353 eV

Mulliken atomic charge list, values in e, 2 entries: number 1, C, carries -1.168; number 2, C, carries 0.318

Molecular formula: C4H5NO
Method: DFT, ωB97M-V/def2-TZVPD

ORCA input file:
```
! RIJCOSX wB97M-V def2-TZVPD def2/J DEFGRID3
* xyz 0 1
C -1.187 -0.235 0.022
C 0.262 0.192 -0.089
C 1.653 -0.980 0.295
O 1.041 -0.620 -0.933
C 0.464 1.612 -0.411
N 0.570 2.739 -0.641
H -1.685 -0.045 -0.932
H -1.234 -1.304 0.239
H -1.703 0.318 0.811
H 0.831 0.115 0.947
H 0.988 -1.792 0.693
*
```

* energy relative to the best compared isomer or geometry (same formula, charge and spin): 504.1 kJ/mol
* highest occupied orbital energy: -0.3418 Ha
* E: -7761.302 eV

Mulliken atomic charge list, values in e, 2 entries: number 1, C, carries -1.095; number 2, C, carries 0.892

Molecular formula: C4H13NO
Method: DFT, ωB97M-V/def2-TZVPD

ORCA input file:
```
! RIJCOSX wB97M-V def2-TZVPD def2/J DEFGRID3
* xyz 0 1
C -1.822 -1.437 0.852
C -1.635 -1.947 -0.592
O -0.322 -1.607 -1.097
C 0.137 -0.282 -1.013
C -0.879 0.729 -1.545
H -1.430 -2.178 1.546
H -1.419 -0.444 0.978
H -2.887 -1.614 1.106
H -2.296 -1.476 -1.322
H -1.657 -3.035 -0.608
H 1.052 -0.337 -1.628
H 0.438 0.039 0.003
H -0.462 1.628 -2.006
H -1.487 1.046 -0.665
H -1.651 0.377 -2.223
N 3.973 3.739 2.737
H 3.391 3.434 1.974
H 4.694 3.032 2.824
H 3.576 3.792 3.661
*
```

* energy relative to the best compared isomer or geometry (same formula, charge and spin): 130.6 kJ/mol
* highest occupied orbital energy: -0.3528 Ha
* structure (SMILES): CCOCC.N
* E: -7895.308 eV

Mulliken atomic charge list, values in e, 2 entries: number 1, C, carries -0.945; number 2, C, carries -0.282

Molecular formula: C26H37BrN2O2S3SbSi3V
Method: DFT, ωB97M-V/def2-TZVPD

ORCA input file:
```
! RIJCOSX wB97M-V def2-TZVPD def2/J DEFGRID3
* xyz -1 4
V 0.813 0.455 0.913
Br 4.443 -5.921 1.011
C 3.577 -4.245 0.690
C 3.412 -3.823 -0.623
C 2.796 -2.611 -0.847
C 2.329 -1.795 0.198
O 1.778 -0.662 -0.092
C 2.505 -2.257 1.549
C 2.072 -1.506 2.665
N 1.455 -0.355 2.554
C 1.020 0.373 3.623
C 0.834 -0.075 4.939
C 0.335 0.788 5.897
C 0.053 2.111 5.607
C 0.253 2.616 4.312
C 0.022 3.958 3.934
C 0.348 4.352 2.648
C 0.835 3.423 1.743
N 0.981 2.118 2.036
C 0.732 1.727 3.309
C 3.146 -3.496 1.753
H 3.758 -4.427 -1.447
H 2.644 -2.246 -1.852
H 2.284 -1.917 3.653
H 1.037 -1.105 5.194
H 0.162 0.413 6.896
H -0.315 2.773 6.377
H -0.377 4.662 4.650
H 0.221 5.382 2.337
H 1.097 3.713 0.734
H 3.294 -3.851 2.764
C -0.409 -2.001 -2.156
O -0.048 -0.646 -2.174
Si 0.098 0.304 -3.489
C 1.513 -0.353 -4.603
C -1.396 0.217 -4.673
C 0.412 2.020 -2.667
Si -0.776 3.444 -3.214
C -0.270 4.204 -4.893
C -2.632 3.053 -3.393
C -0.794 4.865 -1.932
Si 2.290 2.480 -2.701
C 2.856 2.804 -4.500
C 3.446 1.211 -1.863
C 2.781 4.070 -1.750
H -1.435 -2.119 -2.513
H -0.344 -2.343 -1.122
H 0.266 -2.600 -2.773
H 1.396 -1.425 -4.728
H 2.506 -0.175 -4.211
H 1.465 0.086 -5.594
H -1.323 -0.683 -5.277
H -1.424 1.060 -5.355
H -2.335 0.171 -4.132
H 0.038 3.456 -5.613
H 0.538 4.915 -4.786
H -1.116 4.737 -5.313
H -2.869 2.523 -4.307
H -3.192 3.985 -3.395
H -3.005 2.455 -2.570
H 0.174 5.327 -1.785
H -1.133 4.495 -0.968
H -1.487 5.640 -2.248
H 2.376 2.145 -5.210
H 3.928 2.674 -4.592
H 2.625 3.822 -4.786
H 3.451 0.240 -2.344
H 3.118 1.059 -0.833
H 4.470 1.575 -1.833
H 2.155 4.921 -1.985
H 3.803 4.336 -2.002
H 2.745 3.907 -0.678
S -3.405 -0.183 -1.671
Sb -2.363 1.093 -0.107
S -1.135 -0.545 1.250
S 0.035 1.901 -0.830
*
```

* highest occupied orbital energy (spin up / spin down): -0.1021 / -0.1693 Ha
* E: -193053.218 eV

Mulliken atomic charge list, values in e, 2 entries: number 1, V, carries 0.202; number 2, Br, carries -0.257

Molecular formula: C23H26BrN4O2
Method: DFT, ωB97M-V/def2-TZVPD

ORCA input file:
```
! RIJCOSX wB97M-V def2-TZVPD def2/J DEFGRID3
* xyz 1 1
C -6.363 -2.004 0.133
O -5.279 -1.856 1.023
C -4.019 -2.041 0.556
C -3.682 -2.346 -0.760
C -2.355 -2.494 -1.118
C -1.331 -2.332 -0.190
N -0.006 -2.456 -0.627
C 1.097 -2.551 0.296
C 1.591 -1.152 0.499
N 1.108 -0.327 1.383
N 1.676 0.861 1.152
C 1.296 2.018 1.914
C 0.550 3.021 0.989
O 1.173 3.959 0.551
C -0.840 2.730 0.647
C -1.527 1.588 1.075
C -2.825 1.367 0.667
C -3.451 2.278 -0.174
Br -5.213 1.925 -0.759
C -2.796 3.429 -0.597
C -1.500 3.648 -0.185
C 2.511 0.788 0.119
N 2.471 -0.486 -0.314
C 3.251 -1.000 -1.417
C 4.752 -0.931 -1.130
C 5.348 0.465 -1.308
C 4.866 1.495 -0.288
C 3.375 1.852 -0.426
C -1.667 -2.012 1.123
C -2.992 -1.883 1.488
H -6.402 -3.014 -0.285
H -6.317 -1.271 -0.678
H -7.256 -1.826 0.728
H -4.442 -2.479 -1.512
H -2.111 -2.745 -2.140
H 0.089 -2.959 -1.494
H 0.789 -2.958 1.265
H 1.889 -3.184 -0.107
H 2.186 2.522 2.300
H 0.673 1.684 2.743
H -1.065 0.850 1.711
H -3.350 0.483 0.993
H -3.296 4.136 -1.240
H -0.967 4.532 -0.501
H 2.944 -2.031 -1.590
H 3.014 -0.416 -2.312
H 5.252 -1.607 -1.825
H 4.946 -1.296 -0.119
H 6.431 0.384 -1.220
H 5.130 0.825 -2.316
H 5.436 2.412 -0.433
H 5.067 1.139 0.725
H 3.165 2.790 0.087
H 3.141 1.998 -1.484
H -0.906 -1.861 1.871
H -3.258 -1.658 2.509
*
```

* energy relative to the best compared isomer or geometry (same formula, charge and spin): 31.7 kJ/mol
* highest occupied orbital energy: -0.3717 Ha
* structure (SMILES): COc1ccc(NCc2nn(CC(=O)c3ccc(Br)cc3)c3[n+]2CCCCC3)cc1
* E: -104365.226 eV

Mulliken atomic charge list, values in e, 2 entries: number 1, C, carries -0.885; number 2, O, carries -0.432